Formula: C5H8O
Source: the OMol25 dataset
Level of theory: ωB97M-V with the def2-TZVPD basis set

Geometry (Å):
C 2.2157 -0.1355 0.3074
O 1.9525 -0.6710 -0.9925
C 0.7174 -0.9358 -1.3383
C -0.5051 -0.6662 -0.7518
C -0.8304 -0.5206 0.6266
C -2.2355 0.0134 0.8610
H 2.1741 -0.9723 1.0050
H 3.2175 0.3020 0.2400
H 1.4509 0.6033 0.5851
H -1.2430 -0.6028 -1.5715
H 0.7058 -1.3553 -2.3445
H -2.8320 0.3728 -0.0057
H -2.8487 -0.7298 1.4020
H -2.1497 0.8477 1.5779

Max |F| ... 1.0 eV/Å
Electronic energy ... -7357.80862 eV
ΔE to the lowest compared entry with this formula, charge and spin ... 102.5 kcal/mol
HOMO-LUMO gap ... 0.2785 Ha

natural (NBO) charges, unit e, in atom order: -0.264 -0.441 0.362 -0.541 -0.014 -0.747 0.208 0.193 0.215 0.192 0.181 0.174 0.243 0.238



Formula: C7H17Cl5O4P
Source: the OMol25 dataset
Level of theory: ωB97M-V with the def2-TZVPD basis set

Geometry (Å):
Cl 23.8196 25.5832 -2.3302
Cl 27.0577 26.0624 1.6896
C 26.3756 25.5237 0.1456
C 27.3972 25.7861 -1.0437
Cl 28.6143 24.5123 -1.0868
H 25.3810 25.9378 -0.0198
H 26.2104 24.4476 0.1992
H 27.8802 26.7569 -0.9322
H 26.9011 25.7642 -2.0140
Cl 22.6097 25.1280 2.3304
C 22.2652 23.9970 0.9979
C 22.5755 22.5318 1.3604
Cl 24.3436 22.2224 1.5672
H 22.8576 24.2777 0.1271
H 21.2244 24.1568 0.7161
H 22.2083 21.7836 0.6579
H 22.1112 22.2812 2.3142
C 24.6901 28.9506 -0.8179
O 24.1727 30.0485 -1.6246
P 24.9603 31.4962 -1.4751
O 24.5120 32.6630 -2.2532
O 24.9219 31.6962 0.1296
C 25.6509 32.7246 0.6725
O 26.5967 31.0983 -1.6354
C 27.0521 30.7571 -2.9126
H 25.4482 29.1409 -0.0581
H 25.0562 28.1627 -1.4762
H 23.7876 28.5441 -0.3615
H 26.2177 33.4321 0.0674
H 26.3601 32.3552 1.4132
H 24.9547 33.3031 1.2798
H 27.9033 31.3856 -3.1747
H 26.3368 30.8884 -3.7245
H 27.4595 29.7471 -2.9578

Max |F| ... 3.4 eV/Å
Charge ... -2
Electronic energy ... -87627.67336 eV
Multiplicity ... 2
HOMO-LUMO gap (spin up / spin down) ... 0.0574 / 0.2766 Ha

natural (NBO) charges, unit e, in atom order: -0.979 -0.320 -0.435 -0.426 -0.146 0.256 0.218 0.207 0.247 -0.139 -0.427 -0.395 -0.119 0.275 0.213 0.212 0.200 -0.294 -0.796 2.523 -1.087 -0.800 -0.533 -0.818 -0.297 0.201 0.218 0.204 0.180 0.164 0.164 0.166 0.180 0.182



Formula: C34H64NO7S2
Source: the OMol25 dataset
Level of theory: ωB97M-V with the def2-TZVPD basis set

Geometry (Å):
C -4.8466 0.8703 2.8055
C -3.2620 0.7169 3.1953
C -2.3728 2.1197 3.3934
C -2.5222 -0.5507 3.4364
C -2.3548 -1.8072 2.3991
C -1.9026 -1.4035 0.8769
C -0.5349 -0.5159 0.7605
C 0.5317 -0.9140 1.9855
C 0.3013 -0.6654 -0.6340
C -0.5618 -0.7772 -2.0092
N -0.9482 0.5004 -2.7095
C -1.6972 1.5070 -1.8092
C -0.8264 2.8146 -1.3681
O 0.3841 2.5621 -0.5831
C -2.0482 0.0810 -3.7123
C -1.5957 -0.9929 -4.8419
C -1.9661 -2.5686 -4.5264
C -3.5312 -2.7953 -4.0169
C -1.8446 -3.4983 -5.9119
C -0.3477 -3.5128 -6.5678
C 0.4232 -4.9765 -6.4905
C 1.9328 -4.8956 -6.3496
C 2.4407 -4.2498 -4.8928
C 2.9948 -5.3493 -7.5259
C 0.1769 1.1564 -3.5120
C -0.0812 2.3262 -4.6800
C 1.0892 3.0179 -5.5898
C 2.6810 2.6135 -5.4133
C 2.9942 1.4467 -4.2726
C 1.7880 0.7360 -3.3571
H -5.1963 0.1720 1.9328
H -5.0153 2.0220 2.5434
H -5.4579 0.7025 3.8164
H -3.0078 3.0882 3.2138
H -2.0645 2.1465 4.5466
H -1.3537 2.0908 2.8018
H -1.9920 -0.6599 4.4967
H -3.4182 -2.3478 2.3555
H -1.6055 -2.6197 2.7927
H -2.8133 -0.7859 0.4136
H -1.8076 -2.3624 0.1842
H -0.7690 0.6408 0.9062
H 0.3581 -0.1914 2.9110
H 0.4335 -2.0549 2.2664
H 1.5982 -0.7611 1.5299
H 0.8668 -1.7168 -0.5386
H 1.2057 0.1136 -0.6728
H 0.1346 -1.4176 -2.7409
H -1.5332 -1.4596 -1.8780
H -2.1900 0.9690 -0.8628
H -2.6515 1.9595 -2.3721
H -0.5339 3.5500 -2.2337
H -1.5421 3.4534 -0.6544
H 1.1654 2.6555 -1.2346
H -2.4896 1.0157 -4.3082
H -2.9535 -0.2665 -3.0157
H -2.2040 -0.7245 -5.8347
H -0.4685 -0.9788 -5.1573
H -1.2268 -3.0501 -3.7520
H -4.2950 -2.0481 -4.4929
H -3.8390 -3.9262 -4.1087
H -3.5131 -2.5564 -2.8496
H -2.6812 -3.1661 -6.6929
H -2.1137 -4.6264 -5.6458
H 0.3939 -2.7060 -6.1616
H -0.4844 -3.2934 -7.7328
H -0.1221 -6.0135 -6.5786
H 2.1952 -3.0855 -4.9857
H 1.6856 -4.6692 -4.0923
H 3.5664 -4.4698 -4.6624
H 3.0785 -6.5055 -7.6872
H 4.0757 -4.9432 -7.2232
H 2.7673 -4.8286 -8.5744
H -1.2009 2.6763 -4.8984
H 0.8118 3.8294 -6.4201
H 3.5576 3.0799 -6.0685
H 4.1119 1.1118 -4.1208
H 2.1520 -0.0954 -2.6209
O -2.2734 2.9435 7.6726
S -1.1228 2.0701 7.5849
O -1.2221 0.7158 7.0829
O -0.3687 2.0394 9.0285
C -1.1232 1.7064 10.1847
C -1.3598 0.2108 10.2803
C 0.1568 2.9087 6.6839
H -2.0682 2.2593 10.2063
H -0.5393 2.0315 11.0523
H -2.0227 -0.1339 9.4809
H -1.8218 -0.0473 11.2373
H -0.4184 -0.3386 10.1790
H 0.2767 3.9135 7.0925
H -0.1477 2.9635 5.6365
H 1.0833 2.3386 6.7725
O 2.9021 3.3073 4.2806
S 3.1568 2.3388 3.2359
O 3.0739 0.9129 3.4725
O 4.5926 2.6718 2.5421
C 5.7410 2.7808 3.3706
C 6.2598 1.4154 3.7810
C 2.1374 2.7343 1.8370
H 5.5325 3.4050 4.2459
H 6.5108 3.2937 2.7844
H 5.5553 0.9124 4.4503
H 7.2162 1.5060 4.3034
H 6.3909 0.7707 2.9061
H 2.2365 3.7986 1.6168
H 1.1026 2.4995 2.0957
H 2.4545 2.1290 0.9860

Max |F| ... 7.0 eV/Å
Charge ... +1
Electronic energy ... -73758.59462 eV
HOMO-LUMO gap ... 0.2057 Ha

Löwdin population analysis, charges in e, atoms 1 to 99: -0.099 -0.256 -0.077 -0.079 -0.202 -0.189 -0.335 -0.077 -0.155 -0.134 -0.231 -0.078 -0.196 -0.149 -0.154 -0.136 -0.336 -0.104 -0.195 -0.201 -0.092 -0.255 -0.100 -0.103 -0.104 0.003 -0.040 -0.028 -0.025 0.023 0.074 0.077 0.102 0.080 0.070 0.058 0.120 0.120 0.105 0.105 0.121 0.112 0.094 0.094 0.075 0.147 0.111 0.146 0.140 0.150 0.158 0.131 0.156 0.119 0.137 0.152 0.148 0.113 0.129 0.093 0.095 0.070 0.128 0.119 0.085 0.126 0.108 0.061 0.078 0.083 0.079 0.082 0.090 0.107 0.110 0.110 0.096 0.087 -0.288 0.610 -0.300 -0.264 -0.276 -0.077 -0.120 0.117 0.125 0.070 0.082 0.086 0.081 0.055 0.078 -0.285 0.620 -0.293 -0.267 -0.276 -0.074



Formula: C35H39FN4O9S3Ti
Source: the OMol25 dataset
Level of theory: ωB97M-V with the def2-TZVPD basis set

Geometry (Å):
Ti -0.6912 0.8551 0.1733
N 0.6539 0.9691 2.1347
C 0.6638 0.0311 3.2737
C -0.7109 -0.5385 3.6298
C -1.0275 -1.9083 3.0209
C -1.6498 -1.9096 1.6344
N -0.7415 -1.3618 0.6154
H 1.6088 1.2667 1.9452
H 0.1611 1.8165 2.4154
H 1.0870 0.5413 4.1463
H 1.3440 -0.7915 3.0334
H -1.4907 0.1816 3.3687
H -0.7360 -0.6493 4.7170
H -1.7241 -2.4310 3.6822
H -0.1134 -2.5152 3.0001
H -2.5579 -1.3035 1.6275
H -1.9238 -2.9339 1.3621
H -1.0440 -1.7101 -0.3057
H 0.1789 -1.7874 0.7185
O 5.1580 1.5585 -3.9460
C 4.8123 0.6969 -3.1286
O 5.4614 -0.2354 -2.5937
C 3.3709 0.7403 -2.5955
C 2.5535 -0.3891 -2.6469
C 1.3796 -0.4116 -1.9246
N 1.0198 0.6158 -1.1451
C 1.7511 1.7412 -1.1494
C 2.9172 1.8494 -1.8840
C 1.2111 2.9066 -0.3158
O 1.9384 3.8556 -0.0880
O -0.0159 2.7704 0.0671
H 2.8510 -1.2646 -3.2087
H 0.7222 -1.2769 -1.9328
H 3.4873 2.7674 -1.8572
C -8.0628 1.6747 -1.4135
C -7.0967 2.8201 -1.7136
C -7.3423 3.4646 -3.0743
C -7.0686 2.4653 -4.1882
C -5.7222 1.8172 -4.0036
C -5.0749 1.2348 -5.1087
C -3.8492 0.6380 -4.9156
F -3.2461 0.0737 -5.9949
C -3.2064 0.5896 -3.7015
C -3.8234 1.1896 -2.5844
C -3.1983 1.2028 -1.3114
O -1.9868 0.6740 -1.2041
C -3.8908 1.7696 -0.1950
C -5.1200 2.3077 -0.4082
N -5.7179 2.3626 -1.6379
C -5.1068 1.7911 -2.7628
C -3.4030 1.7959 1.2332
O -4.1528 2.2013 2.1164
O -2.2158 1.3418 1.4496
H -9.0999 2.0080 -1.5007
H -7.9002 1.3002 -0.4024
H -7.9029 0.8442 -2.1021
H -7.2074 3.5854 -0.9408
H -6.6711 4.3212 -3.1758
H -8.3684 3.8378 -3.1196
H -7.1061 2.9611 -5.1614
H -7.8573 1.7040 -4.2055
H -5.5238 1.2524 -6.0931
H -2.2630 0.0756 -3.5894
H -5.6742 2.7282 0.4190
C 5.4929 3.2534 2.9115
C 4.9838 1.9105 2.4688
C 4.4699 0.9948 3.3816
C 3.9452 -0.2201 2.9603
C 3.9401 -0.5214 1.6070
C 4.4901 0.3573 0.6830
C 5.0053 1.5640 1.1194
S 3.0537 -1.9964 1.0804
C 4.3608 -2.7410 0.0881
O 2.8639 -2.8194 2.3113
H 5.4253 3.3644 3.9942
H 4.9115 4.0534 2.4498
H 6.5348 3.3970 2.6183
H 4.4634 1.2404 4.4382
H 3.5229 -0.9327 3.6582
H 4.5618 0.0919 -0.3685
H 5.4215 2.2497 0.3900
H 5.2294 -2.9013 0.7246
H 4.6037 -2.0752 -0.7438
H 3.9752 -3.6843 -0.2955
C -0.5355 -2.5049 -5.5512
O -1.2589 -2.5653 -4.3315
C -0.7113 -3.1978 -3.2706
S 0.7742 -3.9610 -3.4163
S -1.7047 -3.1633 -1.8989
H -1.1636 -1.9248 -6.2214
H -0.3562 -3.5059 -5.9480
H 0.4296 -2.0169 -5.4069

Max |F| ... 0.7 eV/Å
Charge ... -2
Electronic energy ... -119663.08804 eV
Multiplicity ... 3
ΔE to the lowest compared entry with this formula, charge and spin ... 0.0 kcal/mol
HOMO-LUMO gap (spin up / spin down) ... 0.1723 / 0.2320 Ha

Löwdin charges, unit e, in atom order: 1.081 0.001 -0.234 -0.177 -0.188 -0.239 -0.046 0.085 0.094 0.111 0.072 0.101 0.103 0.106 0.109 0.116 0.108 -0.054 0.068 -0.028 -0.708 -0.055 -0.107 0.009 -0.090 0.018 -0.175 0.046 -0.598 0.052 -0.121 0.114 0.080 0.131 -0.035 -0.337 -0.150 -0.158 -0.171 0.002 -0.279 0.033 0.068 -0.055 -0.246 -0.179 -0.043 -0.004 -0.010 -0.081 -0.574 0.016 -0.139 0.076 0.079 0.082 0.139 0.123 0.109 0.111 0.109 0.109 0.118 0.129 -0.054 -0.274 -0.049 -0.102 -0.377 -0.057 -0.018 0.894 -0.214 -0.543 0.068 0.084 0.078 0.105 0.099 0.085 0.127 0.062 0.043 0.056 -0.153 -0.282 -1.405 0.483 0.511 0.076 0.062 0.066



Formula: C3H5NO2
Source: the OMol25 dataset
Level of theory: ωB97M-V with the def2-TZVPD basis set

Geometry (Å):
N -1.1142 -1.1393 -0.0817
C -1.4472 0.0730 -0.2134
O -0.5894 1.0895 -0.2728
C 0.8154 0.8739 -0.0957
C 1.3247 -0.4965 0.3624
O 1.7770 -0.6412 1.4724
H -1.9418 -1.7274 -0.0405
H -2.4624 0.4648 -0.2975
H 1.1290 1.6053 0.6529
H 1.2940 1.0988 -1.0555
H 1.3976 -1.2852 -0.4037

Max |F| ... 0.5 eV/Å
SMILES ... [H]/N=C/OCC=O
Electronic energy ... -8775.83584 eV
ΔE to the lowest compared entry with this formula, charge and spin ... 42.9 kcal/mol
HOMO-LUMO gap ... 0.3910 Ha

natural (NBO) charges, unit e, in atom order: -0.726 0.424 -0.482 -0.177 0.416 -0.520 0.364 0.160 0.210 0.196 0.134



Formula: C2H6N2
Source: the OMol25 dataset
Level of theory: ωB97M-V with the def2-TZVPD basis set

Geometry (Å):
C 0.8003 -0.6242 0.6148
C -0.8041 0.6806 -0.7979
H 2.1225 -0.8234 0.4334
H 0.6678 0.5044 1.2621
H 0.3039 -1.5756 1.2282
H 0.5717 -0.6836 -1.5273
H -1.0725 0.9569 -1.8212
H -1.2287 0.7994 1.1156
N 0.0422 -0.4530 -0.6751
N -1.4032 1.2187 0.1672

Max |F| ... 4.5 eV/Å
Electronic energy ... -5149.23667 eV
ΔE to the lowest compared entry with this formula, charge and spin ... 61.9 kcal/mol
HOMO-LUMO gap ... 0.3716 Ha

natural (NBO) charges, unit e, in atom order: -0.463 0.273 0.217 0.213 0.218 0.386 0.174 0.340 -0.662 -0.695



> The lowest max |F| belongs to which entry?

C3H5NO2